# 1
ORCA calculation (wB97M-V/def2-TZVPD) on a 13-piece molecular cluster, C30H60N13O19 overall in a non-equilibrium geometry.

Charge: +1
HOMO, eV: -9.6
Energy above the lowest of the compared OMol25 structures with the same formula, charge and spin, eV: 1.561

```
122
C30H60N13O19 wB97M-V/def2-TZVPD
C 1.9551 1.8582 2.1373
C 1.7789 0.7133 0.9932
C 2.3815 -0.6279 1.4594
C 1.5315 -1.2602 2.5214
C 0.2198 -1.6869 1.7561
C -0.4995 -0.3725 1.3314
N 0.3269 0.5281 0.6634
O -0.1771 1.1009 -0.3949
C -1.3046 0.2828 2.5062
C -1.5884 -0.8527 0.4101
C 2.5510 1.3925 -0.1748
H 1.5367 1.6079 2.9565
H 1.1664 2.6421 1.9588
H 2.9690 2.5135 2.0658
H 3.2673 -0.1747 1.7884
H 2.7026 -1.4137 0.7537
H 1.3461 -0.7081 3.3592
H 1.8774 -2.2382 2.8253
H -0.4011 -2.3719 2.3760
H 0.3802 -2.3743 0.8833
H -2.1520 -0.2703 2.7953
H -1.7724 1.2995 2.2212
H -0.5684 0.4291 3.5029
H -1.2643 -1.3615 -0.3798
H -2.1481 -0.0739 0.0428
H -2.2738 -1.5856 0.9510
H 3.7088 1.2907 -0.0049
H 2.0892 2.4285 -0.4182
H 2.4947 0.9443 -1.1857
N 4.9623 1.7694 -5.4064
C 4.2535 2.8287 -4.8454
C 4.0649 2.5284 -3.3623
C 4.6075 1.1450 -3.1502
C 5.2337 0.7784 -4.4546
H 5.1762 1.8271 -6.3326
H 3.9516 3.6526 -5.4328
H 3.7598 3.2720 -2.6176
H 4.8294 0.5528 -2.1926
H 5.8086 -0.1818 -4.5369
N 0.9745 -5.4457 -2.8028
C -0.2972 -6.0725 -2.3420
C -0.4331 -5.5082 -0.9336
C 0.7628 -4.6294 -0.7098
C 1.6836 -4.7186 -1.8740
H 1.2223 -5.5932 -3.6194
H -0.9242 -6.8533 -2.8170
H -1.5701 -5.6866 -0.5008
H 0.8734 -3.8576 -0.0968
H 2.6478 -4.3140 -2.1309
N -1.8012 -3.7403 -3.5200
C -2.5767 -2.7771 -2.8269
C -3.6924 -2.4133 -3.7938
C -3.3662 -3.1624 -5.1498
C -2.1398 -4.0586 -4.8041
H -1.1752 -4.2978 -3.0610
H -2.4871 -2.3629 -1.6895
H -4.3896 -1.5055 -3.6228
H -3.9329 -3.1017 -6.0488
H -1.6879 -4.6526 -5.4954
C 7.9162 -0.0931 1.5661
N 6.4899 0.2704 1.7723
O 5.9480 0.3376 2.8529
O 5.9537 0.2900 0.6648
H 8.2315 -0.2803 0.5249
H 7.9487 -1.0037 2.4504
H 8.5043 0.6930 1.8904
C -4.0247 4.8553 -0.0624
N -3.1956 3.8838 0.6129
O -3.1883 2.6963 0.2785
O -2.4746 4.2208 1.5954
H -4.9455 4.5128 -0.3723
H -3.4337 5.1985 -0.9379
H -4.2360 5.6950 0.5893
C -5.4445 0.0710 -0.2130
N -5.7143 0.1311 1.2516
O -4.7654 0.0246 2.0359
O -6.8411 -0.1781 1.6989
H -6.1302 -0.7339 -0.7610
H -4.3110 0.0409 -0.3151
H -5.6790 1.2012 -0.6076
C 1.7951 6.5048 1.2461
N 1.4399 5.4319 0.2031
O 2.3484 4.9382 -0.4582
O 0.3462 5.3223 -0.0636
H 2.6960 6.8971 0.9937
H 1.5721 5.9579 2.1212
H 0.8576 7.3726 1.0550
C 2.9941 -1.9844 7.7078
N 2.9358 -2.1446 6.2077
O 1.9122 -2.3550 5.6579
O 3.9533 -2.0117 5.5970
H 4.1435 -2.2660 8.0262
H 2.4756 -2.7865 7.9278
H 2.5607 -1.1515 8.0021
C -0.7067 3.2797 -2.5241
N -1.4579 4.1460 -3.3677
O -0.9400 4.2373 -4.4919
O -2.4538 4.6437 -3.0094
H 0.2099 3.6809 -2.3792
H -0.8254 2.3557 -2.9112
H -1.1797 3.1937 -1.4972
C 1.2994 -1.8531 -4.0519
N 1.2813 -1.2589 -2.7398
O 0.6991 -0.1374 -2.6246
O 2.0300 -1.8074 -1.9057
H 0.5877 -2.5812 -4.1181
H 2.1968 -2.3205 -4.4914
H 1.1827 -1.0587 -4.7196
C -5.4862 -4.8823 0.6849
N -4.6325 -3.8503 0.0129
O -4.5613 -2.7418 0.5407
O -3.6614 -4.2373 -0.6004
H -4.7050 -5.6200 1.0391
H -6.1295 -5.0940 -0.1128
H -6.1350 -4.4974 1.2810
C -4.1568 2.5094 4.6757
N -4.4442 3.9288 4.3855
O -4.9708 4.1807 3.2923
O -3.9312 4.7363 5.0714
H -5.0546 2.1472 4.9663
H -3.3460 2.4604 5.4083
H -3.8197 1.8019 3.9181
```

=====

# 2
ORCA calculation (wB97M-V/def2-TZVPD) on a 3-piece molecular cluster, C18H22F6N2O9P overall in a non-equilibrium geometry.

Charge: -1
HOMO, eV: -4.2

```
58
C18H22F6N2O9P wB97M-V/def2-TZVPD
C 3.7344 -0.3842 0.3350
C 3.2035 0.7102 -0.5753
O 3.7804 1.7799 -0.6104
N 2.0052 0.3878 -1.2618
C 1.0584 1.4554 -1.2813
C 1.4737 2.8612 -1.6418
O -0.1144 1.2201 -1.0307
C 2.1027 -0.2969 -2.6013
C 1.8016 -1.7471 -2.4116
C 1.7399 -2.6450 -3.4708
C 1.4531 -3.9482 -3.2189
N 1.2158 -4.5022 -2.0426
C 1.2426 -3.6402 -1.0307
C 1.5139 -2.3227 -1.2003
P 3.7088 -0.1419 -3.3657
O 4.1690 1.2428 -3.5644
O 3.5751 -0.8527 -4.8066
O 4.8565 -1.0637 -2.7044
H 3.8626 -1.3187 -0.2027
H 3.0084 -0.5460 1.1259
H 4.6937 -0.0600 0.7146
H 1.7847 3.3528 -0.7213
H 0.5976 3.3733 -2.0153
H 2.3262 2.8981 -2.3074
H 1.9113 -2.3160 -4.4739
H 1.4113 -4.6140 -4.0755
H 1.0324 -4.0047 -0.0348
H 1.4973 -1.7008 -0.3305
H 3.0137 -0.2914 -5.3454
H 5.4112 -0.4615 -2.1981
C -1.7079 3.9618 0.1736
C -1.6814 2.9030 1.2508
O -1.6113 3.5136 2.5648
C -2.7467 3.9434 3.0737
O -3.8313 3.8863 2.5734
C -2.4944 4.5163 4.4773
F -1.4161 5.3057 4.5031
F -2.2976 3.5252 5.3573
F -3.5351 5.2327 4.8959
H -0.8528 4.6317 0.2749
H -1.6761 3.4906 -0.8062
H -2.6108 4.5708 0.2427
H -0.7909 2.2903 1.1528
H -2.5410 2.2417 1.1842
C -4.5226 -3.2618 3.1777
C -4.2226 -3.4430 1.7049
O -3.4073 -2.3723 1.2061
C -2.1036 -2.4828 1.4356
O -1.5636 -3.3763 2.0140
C -1.3660 -1.2966 0.8034
F -1.9818 -0.1307 1.0520
F -1.3079 -1.4316 -0.5169
F -0.1226 -1.1960 1.2694
H -4.9736 -2.2852 3.3570
H -5.2077 -4.0358 3.5230
H -3.6111 -3.3166 3.7722
H -5.1422 -3.4069 1.1242
H -3.7445 -4.4014 1.5070
```

=====

# 3
ORCA calculation (wB97M-V/def2-TZVPD) on C24H30F5MoN4O5Se as an isolated structure.

Charge: +1
HOMO (alpha / beta), eV: -10.5 / -10.9
Expectation value of S²: 2.018
Energy above the lowest of the compared OMol25 structures with the same formula, charge and spin, eV: 0.615
2S+1: 3

```
70
C24H30F5MoN4O5Se wB97M-V/def2-TZVPD
Mo -0.3343 -0.1807 -0.2507
C -4.4428 0.9267 0.2452
C -3.1455 1.0474 -0.4909
O -2.1745 0.2930 -0.0231
C -2.9253 1.8683 -1.5441
C -1.6706 1.9316 -2.2179
C -1.5657 2.9015 -3.3563
N -0.6512 1.1674 -1.8965
N 0.4378 1.3547 -2.7737
C 1.3694 0.5315 -2.4744
O 1.2079 -0.3217 -1.4742
C 2.6475 0.4743 -3.2100
C 3.6062 -0.4758 -2.8791
C 4.8068 -0.5196 -3.5718
C 5.0472 0.3834 -4.5960
C 4.0878 1.3310 -4.9309
C 2.8897 1.3794 -4.2415
H -5.2624 0.7410 -0.4493
H -4.6540 1.8582 0.7694
H -4.3948 0.1277 0.9786
H -3.7254 2.4956 -1.9044
H -2.4768 3.4853 -3.4389
H -1.3835 2.3719 -4.2904
H -0.7121 3.5601 -3.2056
H 3.4172 -1.1798 -2.0827
H 5.5545 -1.2542 -3.3092
H 5.9828 0.3502 -5.1374
H 4.2773 2.0347 -5.7294
H 2.1400 2.1167 -4.4906
C -2.1173 -2.2174 -2.0717
O -1.5740 -2.2376 -0.7489
C -2.5669 -2.5959 0.2182
C -1.9763 -2.6419 1.6028
O -1.3562 -1.3975 1.9106
C -1.5377 -0.9408 3.2572
C -2.7150 -0.0242 3.4648
O -2.5873 1.1552 2.7078
C -3.3904 2.2015 3.2205
H -2.4217 -3.2231 -2.3697
H -1.3393 -1.8576 -2.7444
H -2.9790 -1.5461 -2.1191
H -2.9568 -3.5913 -0.0258
H -3.3901 -1.8785 0.1551
H -1.2347 -3.4401 1.6838
H -2.7973 -2.8488 2.2959
H -0.6108 -0.4442 3.5532
H -1.6855 -1.8116 3.9056
H -2.7346 0.2063 4.5399
H -3.6609 -0.5414 3.2317
H -3.1131 2.4415 4.2513
H -4.4545 1.9363 3.1997
H -3.2285 3.0799 2.5987
F 5.8232 -0.1827 4.0161
C 4.6920 0.1525 3.4104
C 4.5939 0.0909 2.0302
F 5.6404 -0.2975 1.3058
C 3.4054 0.4420 1.4083
F 3.3798 0.3850 0.0693
C 2.2873 0.8444 2.1205
Se 0.6075 1.4191 1.4106
C 2.4185 0.9015 3.5078
F 1.3902 1.2770 4.2723
C 3.5969 0.5657 4.1547
F 3.6799 0.6264 5.4778
N 0.7944 -3.1441 0.5318
N 1.0464 -1.7308 0.6163
H 1.6831 -3.6340 0.5824
H 0.3628 -3.3244 -0.3700
H 1.9002 -1.4752 0.1130
H 1.1731 -1.4982 1.6015
```

=====

# 4
ORCA calculation (wB97M-V/def2-TZVPD) on C24H23F6N8O9RuS5 as an isolated structure in a non-equilibrium geometry.

Charge: 0
HOMO (alpha / beta), eV: -8.7 / -8.6
Expectation value of S²: 0.754
Energy above the lowest of the compared OMol25 structures with the same formula, charge and spin, eV: 1.219
2S+1: 2

```
76
C24H23F6N8O9RuS5 wB97M-V/def2-TZVPD
Ru -0.7926 -1.0882 1.0431
N 0.0503 0.6639 4.0243
C -1.0072 -0.1556 4.0346
N -1.3909 -0.9315 3.0354
C -2.5378 -1.6479 3.3751
C -2.9946 -1.4554 4.6239
S -1.9834 -0.3285 5.4514
C -3.1179 -2.4692 2.3212
C -4.0199 -3.4651 2.4076
S -4.2867 -4.1460 0.8426
C -3.1393 -3.0444 0.1688
N -2.6325 -2.2174 1.0481
N -2.8382 -3.0330 -1.1442
H 0.3723 1.0130 3.1180
H 0.0762 1.3705 4.7426
H -3.8685 -1.8805 5.0853
H -4.5047 -3.8624 3.2818
H -3.0594 -3.8382 -1.7016
H -2.0414 -2.4752 -1.4153
C 3.7937 1.4982 -4.4702
C 3.3193 1.2456 -3.0654
C 2.2207 1.9193 -2.5465
C 1.7951 1.7005 -1.2410
C 2.4791 0.7937 -0.4517
C 3.5800 0.1021 -0.9505
C 3.9905 0.3321 -2.2488
S 2.0498 0.5969 1.2533
O 3.2814 0.4176 1.9772
O 1.2076 1.7301 1.5684
N 1.1777 -0.7492 1.3886
C 1.7954 -1.8347 2.1604
C 0.8130 -2.9797 2.2956
O 0.9695 -3.9115 3.0433
O -0.1930 -2.9194 1.4290
H 3.3388 2.3964 -4.8858
H 3.5461 0.6612 -5.1281
H 4.8767 1.6201 -4.5005
H 1.7005 2.6525 -3.1535
H 0.9591 2.2523 -0.8318
H 4.1242 -0.5792 -0.3097
H 4.8544 -0.1951 -2.6369
H 2.1588 -1.5178 3.1355
H 2.6523 -2.2504 1.6175
O -3.4288 -0.0761 -0.8821
H -4.2007 -0.4676 -0.4616
H -3.2171 0.6781 -0.3224
F -3.9189 3.6650 2.1669
C -3.5904 2.6833 1.3504
F -4.1351 1.5453 1.8176
F -4.0992 2.9091 0.1422
S -1.7274 2.4698 1.2710
O -1.6282 1.0196 1.1108
O -1.2644 3.0292 2.5001
N -1.2299 3.0816 -0.0690
S -1.2834 4.6532 -0.3822
O -1.0589 4.8099 -1.7845
O -2.3734 5.3111 0.2723
C 0.2514 5.3439 0.4126
F 1.2457 4.4605 0.3835
F 0.6268 6.4294 -0.2637
F 0.0144 5.6873 1.6722
N 0.1181 -0.2333 -2.9600
C -0.6215 -0.2148 -1.8446
N -0.3075 -1.1950 -1.0171
C 0.7555 -1.8759 -1.6253
C 1.4755 -3.0012 -1.2242
C 2.4608 -3.4579 -2.0751
C 2.7222 -2.8388 -3.3086
C 1.9980 -1.7432 -3.7278
C 1.0167 -1.2808 -2.8593
H 0.0571 0.4448 -3.6999
H -1.4040 0.5031 -1.6711
H 1.2450 -3.5007 -0.2954
H 3.0403 -4.3262 -1.7908
H 3.5024 -3.2356 -3.9444
H 2.1845 -1.2674 -4.6815
```

=====

# 5
ORCA calculation (wB97M-V/def2-TZVPD) on a single C4H10N2O molecule in a non-equilibrium geometry.

Charge: 0
HOMO, eV: -9.7
Structure (SMILES): CC(=O)NCCN
Energy above the lowest of the compared OMol25 structures with the same formula, charge and spin, eV: 1.963

```
17
C4H10N2O wB97M-V/def2-TZVPD
C 1.7386 0.3406 -1.0426
C 1.7445 -0.4430 0.2574
O 2.7630 -0.6979 0.9145
N 0.4617 -0.7114 0.7564
C -0.8509 -0.9048 0.0094
C -1.5475 0.4184 -0.2885
N -1.6428 1.2803 0.9015
H 2.7279 0.0267 -1.5713
H 1.4000 1.3754 -0.8916
H 0.8882 -0.0504 -1.6966
H 0.7866 -1.2015 1.5843
H -1.3657 -1.5041 0.8012
H -0.8431 -1.4812 -0.8617
H -2.5262 0.1524 -0.4705
H -1.1708 0.9784 -1.2084
H -0.8186 1.7789 1.1366
H -1.7450 0.6432 1.6696
```

=====

# 6
ORCA calculation (wB97M-V/def2-TZVPD) on C19H43OP3RhS as an isolated structure in a non-equilibrium geometry.

Charge: +3
HOMO (alpha / beta), eV: -15.5 / -17.8
Expectation value of S²: 6.018
Energy above the lowest of the compared OMol25 structures with the same formula, charge and spin, eV: 3.122
2S+1: 5

```
68
C19H43OP3RhS wB97M-V/def2-TZVPD
Rh 0.3624 -0.6934 -0.0260
P -0.7868 -1.9090 1.4356
P 0.8965 1.0824 1.8507
P -0.7547 -1.8507 -1.7796
H 4.1468 1.9606 -3.1253
C 3.3821 1.6319 -3.8428
C 2.2966 2.3835 -4.1058
H 1.8860 3.0887 -3.3673
C 0.5229 -3.0699 1.9287
C -1.4012 -1.3740 3.0899
C -2.2660 -2.9784 1.1432
C 1.7441 2.7205 1.8660
C -0.4938 1.6278 2.9174
C 2.1371 0.1812 2.8324
C -0.3573 -1.6240 -3.5787
C -2.5902 -1.6761 -1.9281
C -0.3474 -3.6234 -1.5871
H 3.6935 0.8109 -4.4883
H 1.9192 2.5119 -5.1508
H 0.1473 -3.7468 2.7046
H 1.3642 -2.4847 2.3173
H 0.8467 -3.6392 1.0523
H -1.7107 -2.2624 3.6647
H -2.2844 -0.7352 2.9457
H -0.6378 -0.8432 3.6675
H -2.4080 -3.6456 2.0097
H -2.2022 -3.6088 0.2520
H -3.1580 -2.3396 1.0676
H 1.7853 3.0560 2.9371
H 1.2355 3.4706 1.2126
H 2.7801 2.6020 1.4880
H -0.3513 1.1289 3.8913
H -1.4804 1.4182 2.4622
H -0.3787 2.7217 3.0467
H 2.6995 0.9574 3.3913
H 2.8039 -0.3487 2.1193
H 1.6463 -0.5308 3.5221
H -0.6161 -2.5538 -4.0972
H 0.7031 -1.4138 -3.7136
H -0.9591 -0.8080 -3.9837
H -2.9105 -2.0663 -2.9061
H -2.8763 -0.6199 -1.8483
H -3.0895 -2.2397 -1.1361
H -0.3524 -4.0737 -2.5854
H -1.0812 -4.1398 -0.9669
H 0.6567 -3.7278 -1.1581
C 1.7098 1.3015 -1.5013
C 2.3884 0.0768 -1.7668
C 3.6699 -0.0091 -1.1624
C 4.1300 1.0291 -0.3293
C 3.6319 2.3317 -0.4314
C 2.4242 2.4523 -1.1123
S -0.0375 1.3847 -1.4182
H -0.3483 2.0314 -0.2499
H 1.9359 -0.5948 -2.5455
H 4.2859 -0.9065 -1.2494
H 4.8638 0.8519 0.4742
H 4.0895 3.2012 0.0741
H 1.9382 3.4171 -1.2583
C -4.9670 2.2351 0.6321
C -3.7015 1.5297 1.0731
O -3.5027 0.1851 0.6010
H -4.9531 2.4621 -0.4395
H -5.0407 3.1866 1.1722
H -5.8620 1.6408 0.8470
H -2.8130 2.0904 0.7647
H -3.6482 1.4838 2.1586
H -4.3555 -0.1086 0.2263
```